87
Properties=species:S:1:pos:R:3 method="wB97M-V/def2-TZVPD" e_homo_ev="-15.8 / -15.8" multiplicity=1 lumo_energy_ev="-11.6620 / -11.6625" total_charge=+3
W 0.83515 -0.78900 -1.08873
S 1.60642 -2.62105 -0.00631
P -0.20013 -2.08062 1.00886
C -0.99778 -1.04190 -0.11470
P -1.97115 -1.18579 -1.50359
S -0.16444 -1.56127 -2.98486
C -3.29201 -2.32796 -1.79097
C -4.63090 -2.02908 -1.37838
C -5.66660 -2.94314 -1.54492
C -5.39604 -4.17305 -2.22680
C -4.13646 -4.41346 -2.75910
C -3.07144 -3.51502 -2.52887
C -2.58194 0.49518 -1.64957
C -3.43476 0.74254 -2.68771
C -4.23349 1.86432 -2.61953
C -4.07856 2.82218 -1.60240
C -3.14156 2.61702 -0.60361
C -2.44186 1.41888 -0.56113
C -1.08522 -3.40739 1.77981
C -1.57018 -3.22896 3.08606
C -2.47588 -4.10001 3.64261
C -2.72777 -5.30740 3.01377
C -2.24785 -5.50658 1.73090
C -1.42823 -4.55493 1.08715
C 0.37897 -1.07345 2.44520
C -0.35163 0.01293 2.84771
C -0.01712 0.72365 3.99611
C 1.05618 0.32033 4.78524
C 1.72835 -0.89230 4.42502
C 1.34950 -1.61324 3.31591
H -4.80782 -1.05606 -0.91354
H -6.67593 -2.82605 -1.05868
H -6.20938 -4.88762 -2.36828
H -4.00811 -5.20692 -3.50075
H -2.04352 -3.71457 -2.87046
H -3.50463 -0.03031 -3.45143
H -4.94298 2.03560 -3.43967
H -4.67095 3.73695 -1.53817
H -2.95364 3.47045 0.14252
H -1.72419 1.20572 0.18256
H -1.31381 -2.37188 3.63412
H -2.91561 -3.87926 4.58940
H -3.46518 -6.00358 3.39400
H -2.52964 -6.41973 1.20199
H -1.13105 -4.77847 0.07251
H -1.16364 0.31424 2.21280
H -0.58706 1.63734 4.21729
H 1.41052 0.91751 5.61964
H 2.54067 -1.35562 5.02966
H 1.84572 -2.60788 3.13618
C 4.32794 -0.52837 0.61172
C 4.05788 0.97500 0.61779
C 3.98464 1.38127 2.13515
C 5.12688 1.66050 -0.26959
Si 2.43155 1.48824 -0.20417
O 1.03940 0.77190 0.09948
C 2.42930 0.79481 -1.99014
C 3.53115 0.59918 -2.85668
C 3.42763 0.91621 -4.17418
C 2.19852 1.34455 -4.69999
C 1.05247 1.34823 -3.95899
C 1.16055 1.15286 -2.55916
C 1.93829 3.33170 0.18814
C 2.86981 4.34611 0.53549
C 2.40577 5.64183 0.87251
C 1.07958 6.03034 0.57804
C 0.14448 5.06516 0.22668
C 0.56690 3.71763 0.04602
H 5.21033 -0.82473 1.16053
H 4.40006 -0.91026 -0.40837
H 3.51820 -1.11124 1.02833
H 4.63126 0.70086 2.67971
H 2.98731 1.13673 2.55806
H 4.15031 2.43892 2.40353
H 5.92523 2.07703 0.37789
H 4.75134 2.49831 -0.89508
H 5.60691 0.88823 -0.87170
H 4.50335 0.27071 -2.48282
H 4.37736 0.81885 -4.76388
H 2.16651 1.76721 -5.70315
H 0.11634 1.73250 -4.34617
H 0.41759 1.59754 -1.90547
H 3.94871 4.22719 0.47480
H 3.13260 6.48383 1.11284
H 0.75298 7.08318 0.60065
H -0.91645 5.31982 0.07174
H -0.21398 2.93686 -0.09443